{"formula": "C34H38MnN6O5P2", "method": "the ωB97M-V functional and the def2-TZVPD basis", "symbols": ["Mn", "P", "P", "O", "O", "O", "O", "O", "N", "N", "N", "N", "N", "N", "C", "C", "C", "C", "C", "C", "C", "C", "C", "C", "C", "C", "C", "C", "C", "C", "C", "C", "C", "C", "C", "C", "C", "C", "C", "C", "C", "C", "C", "C", "C", "C", "C", "C", "H", "H", "H", "H", "H", "H", "H", "H", "H", "H", "H", "H", "H", "H", "H", "H", "H", "H", "H", "H", "H", "H", "H", "H", "H", "H", "H", "H", "H", "H", "H", "H", "H", "H", "H", "H", "H", "H"], "positions_angstrom": [[-0.101, -0.653, 1.340], [-2.588, -0.536, 1.189], [-0.668, 2.110, 1.461], [0.161, -0.895, 3.300], [2.420, -1.018, 1.589], [0.714, -1.545, 5.348], [0.072, -4.605, 2.431], [-0.082, -2.726, 1.227], [0.091, -1.810, -5.864], [0.197, -0.520, -0.866], [3.170, 2.188, 5.135], [1.549, 1.276, 6.511], [-0.783, 0.240, -5.820], [1.385, 2.164, 3.006], [1.933, 1.711, 5.284], [-1.320, 3.300, 2.724], [-3.659, -0.660, 2.672], [2.984, -1.103, 2.908], [-2.720, 3.354, -0.116], [0.522, -3.556, 2.000], [-3.958, 3.435, -0.727], [3.513, 2.621, 3.926], [-4.801, 2.333, -0.730], [0.025, -1.358, -9.533], [-0.596, -0.135, -7.126], [2.150, -2.221, 3.564], [1.994, -3.192, 2.351], [-3.129, 1.060, 0.467], [-0.535, -0.073, -9.501], [0.883, -1.541, 4.130], [0.409, 3.235, 0.463], [0.286, -2.057, -8.371], [-0.364, -0.765, -5.093], [1.027, 1.737, 4.197], [-4.381, 1.153, -0.144], [2.685, -2.387, 1.234], [4.207, -2.475, 1.398], [-0.036, -1.429, -7.175], [-0.303, 0.494, -1.599], [-0.300, -0.753, -3.647], [-0.581, 0.421, -2.941], [-3.373, -1.781, 0.096], [2.649, 2.590, 2.852], [-2.282, 2.178, 0.496], [0.341, -1.681, -1.525], [4.414, -1.609, 2.660], [0.119, -1.839, -2.874], [-0.850, 0.553, -8.314], [1.251, 2.658, 0.080], [2.954, 2.912, 1.866], [-5.036, 0.292, -0.164], [0.652, -2.530, -0.932], [0.726, -3.045, -8.391], [-2.963, -2.751, 0.382], [0.261, -1.807, -10.488], [-2.084, 4.230, -0.114], [0.297, -2.812, -3.314], [2.333, -2.593, 0.228], [4.524, 3.000, 3.828], [-4.267, 4.360, -1.196], [0.007, 1.396, 4.315], [-1.762, 4.157, 2.218], [-4.457, -1.802, 0.203], [-5.781, 2.397, -1.185], [-0.960, 1.274, -3.484], [0.792, 4.020, 1.112], [-0.716, 0.437, -10.438], [4.556, -3.500, 1.512], [-0.114, 3.682, -0.379], [0.484, -2.673, -5.536], [-1.275, 1.547, -8.294], [-2.095, 2.808, 3.311], [-0.467, 1.419, -1.070], [2.647, -2.690, 4.410], [-0.527, 3.635, 3.386], [-3.544, -1.662, 3.086], [0.903, 0.494, 6.510], [4.780, -2.181, 3.511], [-3.335, 0.062, 3.420], [4.701, -2.030, 0.533], [-3.103, -1.580, -0.941], [2.500, -4.136, 2.547], [2.934, -0.144, 3.412], [2.305, 1.183, 7.171], [5.094, -0.778, 2.477], [-4.703, -0.478, 2.414]], "mulliken_spin": [4.621, 0.022, 0.034, 0.023, 0.044, 0.011, 0.011, 0.032, 0.000, 0.057, 0.000, 0.000, 0.003, 0.001, 0.001, 0.020, 0.010, 0.011, -0.004, 0.005, 0.000, 0.000, 0.000, 0.001, 0.000, 0.007, 0.009, 0.037, 0.000, 0.017, -0.003, 0.000, 0.001, -0.001, -0.005, 0.019, 0.005, 0.001, 0.025, 0.002, -0.018, 0.008, -0.001, -0.003, 0.044, -0.001, -0.001, 0.001, 0.000, 0.001, 0.001, -0.003, 0.000, 0.001, 0.000, 0.001, -0.001, -0.013, 0.000, 0.000, 0.005, -0.002, 0.000, 0.000, -0.001, -0.003, 0.000, -0.001, -0.001, 0.000, 0.000, 0.002, -0.023, 0.002, -0.002, -0.001, 0.000, 0.000, 0.000, 0.000, -0.001, -0.001, -0.011, 0.000, 0.000, 0.000], "energy_ha": -3857.02066, "spin_multiplicity": 6, "e_lumo_ha": [-0.030, -0.032], "orbital_gap_ev": [6.83, 7.36]}